A 4-piece molecular cluster, C5H11NO overall. Source: OMol25; level of theory: ωB97M-V/def2-TZVPD.

Calculated values
Gap between HOMO and LUMO   0.3303 Ha
E_tot   -8895.645 eV
Energy above the lowest of the compared OMol25 structures with the same formula, charge and spin   139.6 kcal per mole
LUMO level   0.0026 Ha

Last column: natural (NBO) charge in e.
Cartesian coordinates (Å):
C: 0.554 -0.265 -2.434  0.162
C: 0.707 -0.100 1.741  -0.683
O: -0.061 0.765 -2.073  -0.532
H: -0.056 -1.048 -2.917  0.152
H: 1.042 -1.422 -1.291  -0.033
H: 1.631 -0.176 -2.647  0.150
H: 1.177 -0.977 2.185  0.213
H: 0.240 0.429 2.572  0.243
H: 1.430 0.589 1.309  0.220
C: -0.319 -0.509 0.685  0.237
C: -1.081 0.657 0.111  -0.202
C: -0.795 1.953 0.310  -0.366
N: -1.109 -1.528 0.910  -0.594
H: -0.712 -2.185 1.580  0.324
H: 0.748 -1.656 -0.435  0.102
H: -2.120 0.432 -0.096  0.220
H: 0.217 2.307 0.444  0.184
H: -1.492 2.734 0.046  0.203